No. 1
This record from the OMol25 dataset describes an isolated ion of composition C2H7N4S and charge +1 at a distorted geometry. The level of theory is wB97M-V/def2-TZVPD.

The geometry in XYZ format:
```
14
Properties=species:S:1:pos:R:3:mulliken_charge:R:1
C -1.517 -0.182 -0.004 0.792
C 1.031 -0.358 -0.129 -0.071
N 1.458 0.830 0.059 -0.053
N -0.318 -0.752 -0.120 -0.196
N -2.577 -0.987 0.121 -0.398
N 2.735 1.111 0.058 -0.501
S -1.921 1.507 -0.033 -0.172
H -0.657 1.930 -0.187 0.227
H 1.695 -1.210 -0.267 0.296
H -0.369 -1.765 -0.184 0.221
H -2.488 -1.989 0.189 0.208
H -3.501 -0.593 0.215 0.199
H 3.454 0.401 -0.018 0.227
H 2.975 2.055 0.302 0.221
```

Its multiplicity is 1. Its net charge is +1.

***

No. 2
This record from the OMol25 dataset describes C2H7N4S2 as an isolated structure at a distorted geometry. The level of theory is wB97M-V/def2-TZVPD.

The geometry in XYZ format:
```
15
Properties=species:S:1:pos:R:3:mulliken_charge:R:1
C 1.897 0.025 -0.057 0.163
C -0.373 -1.030 0.482 -0.246
N 0.978 1.030 -0.058 -0.150
N -0.409 0.779 -0.040 0.030
N -1.084 1.812 0.513 -0.736
N -0.690 -1.475 -0.912 -0.151
S 3.440 0.263 -0.522 -0.211
S 1.267 -1.455 0.735 -0.019
H -1.105 -1.122 1.315 0.447
H 1.144 2.002 0.102 0.294
H -0.837 1.939 1.591 0.287
H -2.135 1.797 0.411 0.285
H -1.069 -2.378 -0.926 0.299
H 0.199 -1.549 -1.361 0.349
H -1.221 -0.639 -1.273 0.359
```

Its multiplicity is 1. Its net charge is +1.

***

No. 3
This record from the OMol25 dataset describes one molecule with the formula C2H7N5 at a distorted geometry. The level of theory is wB97M-V/def2-TZVPD.

The geometry in XYZ format:
```
14
Properties=species:S:1:pos:R:3:mulliken_charge:R:1
C -2.072 -1.207 0.104 -0.254
C 1.700 -0.767 -0.195 -0.758
N -2.194 -0.013 -0.268 -0.320
N -1.377 1.000 -0.030 -0.686
N 0.390 -0.393 0.333 -0.703
N -0.127 0.717 0.214 1.355
N 0.593 1.884 -0.018 -0.630
H -2.861 -1.787 -0.407 0.283
H -1.238 -1.597 0.739 0.308
H 1.662 -1.809 -0.163 0.335
H 1.783 -0.400 -1.252 0.302
H 2.527 -0.404 0.550 0.243
H -0.145 2.582 -0.133 0.311
H 1.359 2.193 0.525 0.216
```

Its multiplicity is 1. Its net charge is 0.

***

No. 4
This record from the OMol25 dataset describes one molecule with the formula C2H7N5 at a distorted geometry. The level of theory is wB97M-V/def2-TZVPD.

The geometry in XYZ format:
```
14
Properties=species:S:1:pos:R:3:mulliken_charge:R:1
N -0.158 0.261 -0.844 -0.172
N -0.559 -0.383 -2.044 -0.572
N 1.714 1.179 0.591 -0.164
C -0.896 -0.751 0.417 0.054
C -1.206 -0.357 1.652 -0.783
N 0.684 -0.653 -0.147 0.207
N 1.626 -0.165 0.567 -0.563
H -1.066 0.311 -2.582 0.233
H 0.239 -0.680 -2.598 0.241
H 1.130 1.681 -0.080 0.289
H 2.626 1.500 0.872 0.250
H -1.456 -1.464 -0.165 0.451
H -0.567 0.267 2.259 0.269
H -2.110 -0.746 2.102 0.263
```

Its multiplicity is 1. Its net charge is 0.

***

No. 5
This record from the OMol25 dataset describes one molecule with the formula C2H7N5O at a distorted geometry. The level of theory is wB97M-V/def2-TZVPD.

The geometry in XYZ format:
```
15
Properties=species:S:1:pos:R:3:mulliken_charge:R:1
H -1.728 1.768 1.226 0.217
N -1.135 1.093 0.729 -0.514
C -1.900 0.271 0.093 -0.161
N -1.392 -0.973 -0.356 -0.283
N -0.111 -1.539 -0.117 -0.200
C 1.086 -0.904 -0.012 0.533
O 1.926 -1.325 0.825 -0.692
N 1.305 0.223 -0.749 -0.088
N 2.162 1.263 -0.260 -0.646
H -2.863 0.495 -0.264 0.421
H -1.876 -1.260 -1.244 0.260
H -0.156 -2.228 0.655 0.287
H 0.417 0.431 -1.162 0.339
H 1.541 1.922 0.247 0.244
H 2.723 0.763 0.389 0.282
```

Its multiplicity is 1. As for the SMILES: [H]/N=C/NNC(=O)NN. Its net charge is 0.

***

No. 6
This record from the OMol25 dataset describes C2H7N5O as an isolated structure at a distorted geometry. The level of theory is wB97M-V/def2-TZVPD.

The geometry in XYZ format:
```
15
Properties=species:S:1:pos:R:3:mulliken_charge:R:1
C -0.832 0.576 -0.051 0.445
C 1.160 -0.721 -0.071 0.126
H -2.530 -1.699 -0.431 0.290
H -2.904 -1.071 1.331 0.261
H -2.509 1.239 -0.511 0.318
H 0.513 2.089 0.059 0.335
H 1.395 -1.829 -0.361 0.245
H 3.949 -1.354 -0.357 0.279
H 3.894 0.463 0.382 0.210
N -2.988 -0.863 0.181 -0.522
N -2.139 0.097 -0.375 -0.201
N -0.625 1.838 0.064 -0.687
N 1.982 0.226 0.282 -0.208
N 3.376 -0.157 -0.138 -0.574
O -0.127 -0.619 0.066 -0.316
```

Its multiplicity is 1. Its net charge is 0.

***

No. 7
This record from the OMol25 dataset describes a 2-piece molecular cluster, C2H7NO overall at a distorted geometry. The level of theory is wB97M-V/def2-TZVPD.

The geometry in XYZ format:
```
11
Properties=species:S:1:pos:R:3:mulliken_charge:R:1
C 2.133 0.714 0.335 -0.052
O 2.406 -0.289 -0.258 -0.430
H 2.468 1.683 -0.106 0.245
H 1.556 0.757 1.279 0.218
C -1.642 -0.593 0.197 -0.731
N -0.583 0.173 -0.499 -0.519
H -2.161 -1.265 -0.492 0.285
H -2.281 0.124 0.704 0.257
H -1.200 -1.279 0.924 0.274
H 0.208 -0.435 -0.656 0.243
H -0.905 0.411 -1.428 0.209
```

Its multiplicity is 1. As for the SMILES: C=O.CN. Its net charge is 0.

***

No. 8
This record from the OMol25 dataset describes a 2-piece molecular cluster, C2H7NO overall at a distorted geometry. The level of theory is wB97M-V/def2-TZVPD.

The geometry in XYZ format:
```
11
Properties=species:S:1:pos:R:3:mulliken_charge:R:1
C 0.576 -0.021 2.243 -0.201
N -0.026 -0.760 1.416 -0.358
C -0.872 -1.751 2.026 -0.774
H 1.122 0.844 1.858 0.249
H 0.470 -0.067 3.341 0.225
H -1.891 -1.464 2.330 0.286
H -0.971 -2.716 1.531 0.305
H -0.540 -2.033 3.052 0.268
O 0.922 2.380 -5.747 -0.640
H 1.250 3.158 -6.207 0.319
H -0.039 2.431 -5.843 0.321
```

Its multiplicity is 1. As for the SMILES: C=NC.O. Its net charge is 0.

***

No. 9
This record from the OMol25 dataset describes one molecule with the formula C2H7NO at a distorted geometry. The level of theory is wB97M-V/def2-TZVPD.

The geometry in XYZ format:
```
11
Properties=species:S:1:pos:R:3:mulliken_charge:R:1
C -0.948 -1.136 0.028 -0.783
N -0.461 0.278 0.087 -0.315
C 0.874 0.482 -0.058 -0.400
O 1.232 1.896 -0.032 -0.540
H -1.601 -1.370 0.924 0.306
H -1.290 -1.347 -1.079 0.236
H -0.211 -1.917 0.300 0.271
H -0.867 0.713 0.943 0.235
H 1.183 0.123 -1.097 0.267
H 1.375 -0.018 0.707 0.414
H 0.714 2.296 -0.723 0.310
```

Its multiplicity is 1. As for the SMILES: CNCO. Its net charge is 0.

***

No. 10
This record from the OMol25 dataset describes a 2-piece molecular cluster, C2H7NO overall at a distorted geometry. The level of theory is wB97M-V/def2-TZVPD.

The geometry in XYZ format:
```
11
Properties=species:S:1:pos:R:3:mulliken_charge:R:1
C -0.094 -1.748 -0.305 -0.698
C -1.067 -1.192 0.427 -0.061
N -1.960 -0.200 0.026 -0.472
H -0.088 -1.934 -1.467 0.245
H 0.677 -2.087 0.450 0.192
H -1.280 -1.607 1.419 0.332
H -1.675 0.136 -0.885 0.242
H -2.951 -0.403 0.036 0.222
O 2.550 2.382 -0.011 -0.630
H 3.399 2.601 -0.382 0.312
H 2.200 3.277 0.004 0.315
```

Its multiplicity is 1. As for the SMILES: C=CN.O. Its net charge is 0.

***

Number 1: E_tot -697.3456 a.u.. Number 2: E_tot -1095.4104 a.u.. Number 3: E_tot -353.9803 a.u.. Number 4: E_tot -353.9423 a.u.. Number 5: E_tot -429.3574 a.u.. Number 6: E_tot -429.1779 a.u.. Number 7: E_tot -210.3481 a.u.. Number 8: E_tot -210.3444 a.u.. Number 9: E_tot -210.3424 a.u.. Number 10: E_tot -210.3321 a.u..